Record 1
C8H13N | the ωB97M-V functional and the def2-TZVPD basis

Each line ends with the Löwdin charge.
Positions of all 22 atoms, in Å:
C (2.533, -0.315, 0.120)  -0.11
C (1.379, 0.506, 0.122)  -0.48
C (0.551, 0.184, -0.960)  -0.21
C (-0.982, 1.002, 0.580)  -0.18
C (-1.982, -0.057, 0.388)  -0.26
C (-1.447, -1.189, -0.329)  -0.15
C (0.059, -1.009, -0.150)  -0.25
C (0.337, -0.116, 0.976)  -0.13
H (2.427, -1.358, -0.685)  0.17
H (3.403, 0.441, -0.138)  0.11
H (2.814, -0.886, 1.248)  0.15
H (1.650, 1.615, 0.263)  0.17
H (0.749, -0.399, -1.864)  0.16
H (-0.623, 2.180, -1.011)  0.10
H (-0.867, 1.846, 1.214)  0.13
H (-2.418, -0.242, 1.375)  0.11
H (-2.987, -0.018, -0.114)  0.13
H (-1.833, -2.080, 0.216)  0.13
H (-1.682, -1.416, -1.300)  0.09
H (0.561, -1.874, -0.105)  0.10
H (0.564, -0.190, 2.152)  0.18
N (-0.635, 1.192, -0.819)  0.03

The calculation puts the energy above the lowest of the compared OMol25 structures with the same formula, charge and spin at 638.2 kJ/mol. The HOMO energy is -8.230 eV. Its net charge is 0. The strongest force on any atom is 7.42 eV/Å. The calculation puts the orbital gap at 9.297 eV.

=====

Record 2
C8H13N2O | the ωB97M-V functional and the def2-TZVPD basis

Each line ends with the Löwdin charge.
Positions of all 24 atoms, in Å:
C (-1.508, -0.475, 0.379)  -0.02
C (-1.975, 0.754, 0.231)  -0.07
C (2.401, -1.192, 0.022)  -0.11
C (1.156, -0.307, 0.409)  -0.12
C (2.075, -1.946, -1.266)  -0.08
C (-0.107, -1.096, 0.398)  -0.25
C (-0.165, -2.258, -0.498)  0.10
C (-1.490, 3.131, 0.228)  -0.04
N (-0.436, 1.642, -1.270)  0.15
N (-1.203, 1.807, -0.308)  -0.34
O (0.811, -2.715, -1.188)  0.10
H (-2.329, -1.180, 0.558)  0.13
H (-3.051, 0.944, 0.193)  0.14
H (3.369, -0.579, -0.291)  0.18
H (2.594, -1.813, 0.826)  0.09
H (1.315, 0.139, 1.431)  0.16
H (0.998, 0.345, -0.410)  0.06
H (1.994, -1.313, -2.151)  0.14
H (2.854, -2.771, -1.524)  0.17
H (-0.219, -1.582, 1.331)  0.17
H (-0.935, -2.950, -0.488)  0.15
H (-0.932, 3.804, -0.355)  0.06
H (-1.316, 3.172, 1.306)  0.09
H (-2.597, 3.508, 0.157)  0.13

The calculation puts the energy above the lowest of the compared OMol25 structures with the same formula, charge and spin at 551.5 kJ/mol. The HOMO energy is -11.543 eV. Its net charge is +1. The strongest force on any atom is 3.61 eV/Å. The calculation puts the orbital gap at 6.333 eV.

=====

Record 3
C8H13N2O | the ωB97M-V functional and the def2-TZVPD basis

Each line ends with the Löwdin charge.
Positions of all 24 atoms, in Å:
C (3.774, -0.975, -0.021)  0.15
C (2.412, -0.841, -0.117)  -0.07
C (1.722, 0.320, 0.342)  -0.47
C (-2.189, -0.778, 0.873)  -0.15
C (-1.442, -1.447, -0.268)  -0.14
C (-1.943, 0.698, 0.811)  -0.05
C (-0.663, -0.380, -0.910)  -0.05
C (-0.420, 2.133, -0.689)  0.04
N (0.329, 0.053, 0.245)  0.10
N (-0.766, 0.838, -0.148)  -0.22
O (2.176, 1.380, 0.627)  0.15
H (4.008, -1.970, -0.320)  0.07
H (4.498, -0.264, 0.309)  0.09
H (1.826, -1.601, -0.476)  0.07
H (-3.229, -1.102, 0.893)  0.13
H (-1.706, -1.112, 1.825)  0.14
H (-0.820, -2.416, 0.041)  0.18
H (-2.110, -1.965, -0.979)  0.13
H (-2.804, 1.241, 0.498)  0.13
H (-1.539, 1.029, 1.824)  0.17
H (-0.093, -0.229, -1.878)  0.20
H (-0.952, 2.154, -1.636)  0.11
H (-0.673, 2.977, 0.162)  0.19
H (0.605, 2.258, -1.010)  0.10

The calculation puts the energy above the lowest of the compared OMol25 structures with the same formula, charge and spin at 450.3 kJ/mol. The HOMO energy is -13.840 eV. Its net charge is +1. The strongest force on any atom is 5.16 eV/Å. The calculation puts the orbital gap at 10.325 eV. As for the SMILES: C=CC(=O)N1[C@H]2CCC[N@+]21C.

=====

Record 4
C8H13N2O | the ωB97M-V functional and the def2-TZVPD basis

Each line ends with the Löwdin charge.
Positions of all 24 atoms, in Å:
C (2.698, 1.131, -0.247)  -0.02
C (2.770, -1.028, 0.349)  -0.06
C (1.283, 1.029, -0.385)  0.07
C (1.414, -1.145, 0.476)  0.06
C (-0.979, -0.713, -1.840)  0.03
C (-1.674, -1.137, 0.747)  0.05
C (-1.731, 1.581, 0.958)  -0.09
C (-0.853, -0.274, -0.328)  -0.45
N (3.378, 0.099, 0.100)  0.13
N (0.662, -0.112, -0.029)  0.07
O (-1.345, 1.031, -0.272)  -0.15
H (3.081, 2.049, -0.485)  0.11
H (3.565, -1.730, 0.599)  0.14
H (0.725, 1.788, -0.783)  0.12
H (0.959, -1.952, 0.841)  0.10
H (-0.289, -0.073, -2.355)  0.07
H (-2.011, -0.523, -2.339)  0.14
H (-0.784, -1.858, -1.792)  0.12
H (-0.969, -1.036, 1.677)  0.14
H (-2.593, -0.687, 0.832)  0.06
H (-1.813, -2.081, 0.340)  0.06
H (-2.142, 2.616, 0.806)  0.12
H (-0.902, 1.944, 1.699)  0.14
H (-2.449, 1.082, 1.429)  0.03

The calculation puts the energy above the lowest of the compared OMol25 structures with the same formula, charge and spin at 294.2 kJ/mol. The HOMO energy is -14.691 eV. Its net charge is +1. The strongest force on any atom is 6.11 eV/Å. The calculation puts the orbital gap at 9.703 eV. As for the SMILES: COC(C)(C)[n+]1ccncc1.

=====

Record 5
C8H13N2O2S | the ωB97M-V functional and the def2-TZVPD basis

Each line ends with the Löwdin charge.
Positions of all 26 atoms, in Å:
C (0.710, 0.246, -1.465)  -0.48
C (-0.532, -1.185, -0.169)  -0.43
C (-0.413, 0.551, -2.499)  -0.06
C (-1.666, 0.401, -1.606)  -0.12
C (0.088, 1.020, -0.156)  -0.11
C (-1.180, 0.227, -0.207)  -0.18
C (0.803, -0.090, 1.987)  -0.61
C (-0.400, -0.123, 2.858)  -0.05
N (0.610, -1.104, -0.965)  0.17
N (1.019, 0.727, 0.952)  0.09
O (1.988, 0.682, -1.609)  0.03
O (-0.857, -2.117, 0.524)  0.11
S (2.250, -0.832, 2.512)  0.98
H (-0.440, 1.522, -2.895)  0.10
H (-0.407, -0.164, -3.405)  0.16
H (-2.195, 1.368, -1.833)  0.14
H (-2.435, -0.350, -1.956)  0.15
H (-0.099, 2.118, -0.246)  0.19
H (-1.847, 0.353, 0.619)  0.14
H (-0.176, -0.447, 3.898)  0.11
H (-1.341, -0.620, 2.372)  0.14
H (-0.872, 0.826, 2.997)  0.09
H (1.223, -1.868, -1.320)  0.19
H (2.568, -0.013, -2.171)  0.21
H (1.928, 0.817, 0.701)  0.08
H (1.673, -1.944, 3.080)  -0.03

The calculation puts the energy above the lowest of the compared OMol25 structures with the same formula, charge and spin at 63.8 kJ/mol. The HOMO energy is -13.493 eV. Its net charge is +1. The strongest force on any atom is 5.06 eV/Å. The calculation puts the orbital gap at 8.803 eV.

=====

Record 6
C8H13N2OS | the ωB97M-V functional and the def2-TZVPD basis

Each line ends with the Löwdin charge.
Positions of all 25 atoms, in Å:
C (0.741, -0.481, 1.030)  -0.31
C (0.499, -0.756, -0.293)  -0.46
C (2.653, 1.065, 0.801)  -0.01
C (1.259, -0.785, -2.577)  0.03
C (1.957, 0.247, 1.570)  -0.11
C (1.403, -1.209, -1.363)  -0.21
C (-1.893, 0.105, -1.439)  -0.27
C (-1.372, -1.594, 1.968)  -0.13
N (-2.734, 2.316, -1.566)  0.14
N (-0.183, -0.799, 1.973)  -0.01
O (-1.735, 1.365, -1.222)  -0.06
S (-1.012, -1.320, -0.795)  1.16
H (3.331, 1.860, 1.167)  0.07
H (2.577, 1.162, -0.300)  0.07
H (1.894, -0.931, -3.329)  0.03
H (0.286, -0.158, -2.821)  0.10
H (2.238, 0.142, 2.604)  0.10
H (2.333, -1.740, -1.135)  0.14
H (-2.808, -0.211, -1.846)  0.09
H (-2.250, -1.109, 1.557)  0.07
H (-1.131, -2.543, 1.641)  0.06
H (-1.642, -1.656, 3.079)  0.13
H (-2.216, 3.127, -1.806)  0.10
H (-3.233, 2.042, -2.413)  0.12
H (0.256, -0.800, 2.904)  0.15

The expectation value of S² is 2.029. The calculation puts the energy above the lowest of the compared OMol25 structures with the same formula, charge and spin at 306.9 kJ/mol. The HOMO energy (spin up / spin down) is -8.623 / -12.542 eV. Its multiplicity is 3. Its net charge is +1. The strongest force on any atom is 6.04 eV/Å. The calculation puts the orbital gap (spin up / spin down) at 3.571 / 6.701 eV.